{
  "formula": "C12H11BrN4OS",
  "method": "ωB97M-V/def2-TZVPD",
  "e_tot_ev": -101507.2376,
  "smiles": "C=CCSc1nnc(-c2cc(Br)ccc2N)c(=O)[nH]1",
  "e_above_lowest_kcal_mol": 0.0,
  "molar_mass_g_mol": 339.2,
  "homo_ev": -7.74,
  "elements": ["C", "C", "C", "S", "C", "N", "N", "C", "C", "C", "C", "Br", "C", "C", "C", "N", "C", "O", "N", "H", "H", "H", "H", "H", "H", "H", "H", "H", "H", "H"],
  "coordinates": [[1.0974, 2.4151, -3.7517], [0.9866, 3.3723, -2.8525], [1.9338, 3.6448, -1.7303], [3.0384, 2.2534, -1.3284], [1.8903, 1.1902, -0.5702], [0.6662, 1.5716, -0.3782], [-0.1915, 0.7404, 0.1810], [0.1278, -0.4641, 0.5772], [-0.9882, -1.2539, 1.1010], [-2.2438, -0.9264, 0.5736], [-3.3839, -1.5639, 0.9988], [-5.0646, -1.1054, 0.2278], [-3.3255, -2.5460, 1.9792], [-2.1034, -2.8695, 2.5144], [-0.9111, -2.2497, 2.1023], [0.2404, -2.5572, 2.7628], [1.4967, -0.9717, 0.4057], [1.9446, -2.0667, 0.6984], [2.3297, -0.0425, -0.1963], [0.3724, 2.2933, -4.5364], [1.9135, 1.7109, -3.7434], [0.1560, 4.0643, -2.8829], [1.3880, 3.8801, -0.8171], [2.6039, 4.4713, -1.9780], [-2.2928, -0.1583, -0.1819], [-4.2230, -3.0458, 2.3093], [-2.0441, -3.6277, 3.2822], [0.1935, -3.3654, 3.3631], [1.1055, -2.4652, 2.2439], [3.2874, -0.3284, -0.3735]]
}